No. 1
{
  "formula": "C35H31N2O22",
  "method": "ωB97M-V with the def2-TZVPD basis set",
  "elements": ["C", "C", "C", "N", "C", "N", "C", "O", "O", "H", "H", "H", "H", "H", "H", "H", "H", "H", "H", "H", "C", "C", "C", "O", "C", "C", "C", "O", "O", "O", "H", "H", "H", "H", "C", "C", "C", "O", "C", "C", "C", "O", "O", "O", "H", "H", "H", "H", "C", "C", "C", "O", "C", "C", "C", "O", "O", "O", "H", "H", "H", "H", "C", "C", "C", "O", "C", "C", "C", "O", "O", "O", "H", "H", "H", "H", "C", "C", "C", "O", "C", "C", "C", "O", "O", "O", "H", "H", "H", "H"],
  "positions_angstrom": [[0.455, -2.339, -3.865], [-0.399, -3.533, -3.410], [-0.745, -3.551, -1.922], [0.239, -2.920, -1.045], [1.346, -3.769, -0.567], [2.056, -4.461, -1.608], [2.265, -2.768, 0.191], [3.444, -2.647, -0.182], [1.676, -2.151, 1.130], [1.349, -2.694, -4.356], [0.784, -1.716, -3.049], [-0.089, -1.744, -4.584], [-1.310, -3.536, -3.987], [0.158, -4.429, -3.633], [-1.655, -2.987, -1.789], [-0.989, -4.565, -1.593], [-0.253, -2.654, -0.206], [0.981, -4.520, 0.134], [1.687, -5.379, -1.788], [2.153, -3.921, -2.447], [4.735, -1.479, 6.273], [4.147, -0.478, 5.611], [3.239, -0.721, 4.436], [2.737, 0.259, 3.923], [3.024, -2.092, 3.998], [3.617, -3.091, 4.662], [4.501, -2.852, 5.850], [4.991, -3.815, 6.416], [3.473, -4.373, 4.328], [4.308, 0.802, 5.926], [5.387, -1.315, 7.120], [2.383, -2.255, 3.130], [4.006, -4.875, 4.967], [3.768, 1.290, 5.273], [-1.915, 2.044, -1.246], [-1.627, 0.793, -1.636], [-2.635, -0.057, -2.362], [-2.286, -1.171, -2.695], [-3.959, 0.493, -2.606], [-4.238, 1.741, -2.213], [-3.220, 2.605, -1.518], [-3.561, 3.736, -1.210], [-5.420, 2.319, -2.401], [-0.453, 0.240, -1.390], [-1.198, 2.658, -0.726], [-4.682, -0.136, -3.108], [-5.332, 3.214, -2.022], [-0.454, -0.684, -1.722], [-6.459, -3.127, -1.996], [-6.927, -4.329, -1.631], [-8.184, -4.905, -2.223], [-8.534, -6.009, -1.852], [-8.913, -4.114, -3.200], [-8.446, -2.912, -3.562], [-7.177, -2.347, -2.987], [-6.816, -1.256, -3.383], [-9.054, -2.133, -4.444], [-6.328, -5.095, -0.735], [-5.554, -2.706, -1.580], [-9.823, -4.530, -3.609], [-8.502, -1.332, -4.518], [-6.867, -5.903, -0.663], [3.711, 5.394, -1.828], [2.381, 5.310, -1.920], [1.641, 4.040, -1.623], [0.426, 4.059, -1.717], [2.403, 2.866, -1.245], [3.737, 2.948, -1.150], [4.476, 4.229, -1.425], [5.686, 4.230, -1.295], [4.499, 1.924, -0.805], [1.615, 6.337, -2.276], [4.252, 6.306, -2.035], [1.861, 1.949, -1.047], [5.417, 2.249, -0.814], [0.701, 5.996, -2.268], [1.894, 5.651, 4.466], [1.880, 5.807, 3.137], [2.696, 4.934, 2.226], [2.611, 5.138, 1.028], [3.535, 3.909, 2.816], [3.551, 3.752, 4.147], [2.718, 4.611, 5.059], [2.778, 4.397, 6.254], [4.291, 2.843, 4.760], [1.156, 6.733, 2.525], [1.311, 6.272, 5.131], [4.125, 3.292, 2.152], [4.107, 2.943, 5.712], [1.327, 6.622, 1.571]],
  "lowdin_charge": [-0.11, -0.24, -0.25, -0.03, -0.35, 0.07, -0.68, -0.05, -0.10, 0.06, 0.05, 0.06, 0.09, 0.08, 0.07, 0.11, 0.10, 0.13, 0.06, 0.06, 0.06, -0.23, -0.29, 0.12, 0.10, -0.23, -0.32, 0.08, 0.11, 0.08, 0.13, 0.11, 0.11, 0.07, 0.06, -0.22, -0.29, 0.10, 0.08, -0.24, -0.32, 0.09, 0.10, 0.13, 0.11, 0.11, 0.11, 0.09, 0.08, -0.24, -0.32, 0.11, 0.07, -0.24, -0.31, 0.10, 0.12, 0.13, 0.14, 0.13, 0.12, 0.12, 0.06, -0.26, -0.32, 0.09, 0.08, -0.24, -0.32, 0.10, 0.13, 0.11, 0.13, 0.14, 0.12, 0.12, 0.08, -0.23, -0.28, 0.12, 0.11, -0.21, -0.31, 0.12, 0.08, 0.12, 0.13, 0.14, 0.12, 0.12],
  "total_charge": -1
}

=====

No. 2
{
  "formula": "C2HIS",
  "method": "ωB97M-V with the def2-TZVPD basis set",
  "elements": ["C", "C", "S", "I", "H"],
  "positions_angstrom": [[-0.097, 0.563, 0.029], [-0.400, -0.672, 0.007], [-0.425, -2.212, 0.040], [1.676, 1.013, -0.004], [-0.753, 1.308, -0.072]],
  "nbo_charge": [-0.70, -0.04, 0.19, 0.29, 0.26],
  "de_lowest_kcal_mol": 15.2,
  "total_charge": 0
}

=====

No. 3
{
  "formula": "C56H145N11O17",
  "method": "ωB97M-V with the def2-TZVPD basis set",
  "elements": ["C", "C", "C", "O", "C", "N", "H", "H", "H", "H", "H", "H", "H", "H", "H", "H", "H", "C", "C", "C", "O", "C", "N", "H", "H", "H", "H", "H", "H", "H", "H", "H", "H", "H", "C", "C", "C", "O", "C", "N", "H", "H", "H", "H", "H", "H", "H", "H", "H", "H", "H", "C", "C", "C", "O", "C", "N", "H", "H", "H", "H", "H", "H", "H", "H", "H", "H", "H", "C", "C", "C", "O", "C", "N", "H", "H", "H", "H", "H", "H", "H", "H", "H", "H", "H", "C", "O", "C", "C", "N", "C", "C", "O", "C", "H", "H", "H", "H", "H", "H", "H", "H", "H", "H", "H", "H", "H", "H", "H", "C", "O", "C", "C", "N", "C", "C", "O", "C", "H", "H", "H", "H", "H", "H", "H", "H", "H", "H", "H", "H", "H", "H", "H", "C", "O", "C", "C", "N", "C", "C", "O", "C", "H", "H", "H", "H", "H", "H", "H", "H", "H", "H", "H", "H", "H", "H", "H", "C", "O", "C", "C", "N", "C", "C", "O", "C", "H", "H", "H", "H", "H", "H", "H", "H", "H", "H", "H", "H", "H", "H", "H", "C", "O", "C", "C", "N", "C", "C", "O", "C", "H", "H", "H", "H", "H", "H", "H", "H", "H", "H", "H", "H", "H", "H", "H", "C", "O", "C", "C", "N", "C", "C", "O", "C", "H", "H", "H", "H", "H", "H", "H", "H", "H", "H", "H", "H", "H", "H", "H"],
  "positions_angstrom": [[-3.971, -3.532, 3.639], [-3.660, -3.168, 2.176], [-2.362, -3.783, 1.652], [-1.285, -3.523, 2.587], [-0.237, -4.500, 2.582], [-4.798, -3.620, 1.366], [-3.197, -3.073, 4.252], [-3.815, -4.586, 3.868], [-4.904, -3.066, 3.957], [-3.519, -2.100, 2.012], [-2.149, -3.488, 0.625], [-2.532, -4.846, 1.479], [0.329, -4.552, 1.652], [-0.683, -5.491, 2.666], [0.486, -4.408, 3.392], [-4.879, -4.626, 1.406], [-5.704, -3.387, 1.748], [4.119, -1.198, 0.833], [4.152, 0.304, 1.124], [5.604, 0.861, 1.293], [6.095, 0.290, 2.539], [7.402, 0.631, 2.927], [3.438, 1.018, 0.003], [3.123, -1.639, 0.865], [4.805, -1.666, 1.539], [4.581, -1.357, -0.142], [3.563, 0.536, 2.012], [5.490, 1.926, 1.495], [6.154, 0.649, 0.376], [7.615, 1.698, 3.001], [8.099, 0.233, 2.190], [7.594, 0.175, 3.898], [2.484, 0.687, -0.007], [3.438, 2.024, 0.098], [2.781, 0.050, 8.907], [3.763, -1.107, 8.764], [4.229, -1.451, 7.283], [3.185, -1.859, 6.362], [3.754, -2.362, 5.119], [4.968, -0.940, 9.554], [1.767, -0.291, 8.700], [3.080, 0.844, 8.223], [2.790, 0.508, 9.896], [3.172, -1.929, 9.168], [4.972, -2.238, 7.415], [4.665, -0.565, 6.822], [4.674, -1.939, 4.714], [2.968, -2.368, 4.364], [3.864, -3.396, 5.446], [5.258, 0.020, 9.433], [4.848, -0.920, 10.557], [1.334, 2.853, 2.299], [1.548, 4.266, 1.814], [2.204, 4.378, 0.454], [3.533, 3.896, 0.400], [4.098, 4.133, -0.799], [0.248, 4.989, 1.991], [2.302, 2.501, 2.656], [1.035, 2.245, 1.445], [0.575, 2.731, 3.072], [2.230, 4.720, 2.533], [2.154, 5.457, 0.308], [1.651, 3.857, -0.327], [5.164, 3.970, -0.642], [3.955, 5.157, -1.144], [3.798, 3.411, -1.558], [0.523, 5.959, 1.932], [0.023, 4.780, 2.953], [0.270, 0.681, -2.007], [0.565, -0.742, -1.491], [0.185, -1.170, -0.038], [0.865, -0.415, 0.949], [0.548, -0.790, 2.248], [0.028, -1.761, -2.383], [0.536, 0.767, -3.061], [0.845, 1.404, -1.428], [-0.793, 0.923, -1.997], [1.652, -0.820, -1.518], [0.384, -2.223, 0.164], [-0.887, -0.987, -0.111], [0.947, -0.008, 2.893], [1.042, -1.687, 2.622], [-0.498, -0.839, 2.551], [-0.968, -1.600, -2.420], [0.172, -2.680, -1.989], [-4.402, 3.954, 7.656], [-4.298, 2.835, 6.809], [-4.819, 1.648, 7.451], [-4.272, 0.398, 6.685], [-2.840, 0.194, 6.833], [-2.391, -0.899, 6.047], [-0.875, -0.962, 5.978], [-0.497, 0.373, 5.517], [0.898, 0.605, 5.700], [-5.346, 4.094, 8.183], [-4.242, 4.756, 6.937], [-3.661, 3.938, 8.456], [-5.887, 1.761, 7.269], [-4.647, 1.596, 8.526], [-4.501, 0.516, 5.626], [-4.858, -0.465, 6.999], [-2.270, 1.009, 6.658], [-2.796, -0.828, 5.038], [-2.840, -1.810, 6.444], [-0.651, -1.634, 5.149], [-0.614, -1.260, 6.993], [1.081, 1.624, 5.358], [1.565, -0.117, 5.227], [1.072, 0.518, 6.772], [3.981, -0.350, -3.694], [3.737, -0.549, -5.103], [2.534, -1.287, -5.287], [2.357, -1.691, -6.784], [3.560, -2.444, -7.126], [3.842, -2.587, -8.562], [4.198, -1.234, -9.235], [5.008, -0.440, -8.405], [5.288, 0.860, -8.894], [4.062, -1.309, -3.181], [3.192, 0.341, -3.398], [4.903, 0.221, -3.586], [1.668, -0.682, -5.018], [2.545, -2.178, -4.659], [2.193, -0.804, -7.395], [1.493, -2.304, -7.040], [4.344, -1.921, -6.764], [3.075, -3.204, -9.030], [4.715, -3.239, -8.611], [3.269, -0.719, -9.480], [4.657, -1.380, -10.213], [5.364, 0.914, -9.980], [6.210, 1.283, -8.492], [4.440, 1.490, -8.626], [3.520, 2.372, -5.849], [2.946, 3.572, -6.374], [3.340, 4.761, -5.642], [2.688, 4.844, -4.206], [1.256, 4.791, -4.251], [0.648, 4.496, -2.976], [-0.830, 4.263, -3.100], [-1.112, 2.964, -3.638], [-2.514, 2.773, -3.719], [3.128, 2.133, -4.860], [4.610, 2.380, -5.854], [3.307, 1.512, -6.483], [3.064, 5.642, -6.221], [4.427, 4.816, -5.579], [3.068, 5.774, -3.785], [3.144, 4.042, -3.625], [0.866, 4.140, -4.918], [0.848, 5.334, -2.309], [1.045, 3.595, -2.509], [-1.309, 5.033, -3.705], [-1.180, 4.373, -2.074], [-2.982, 3.199, -4.607], [-2.993, 3.291, -2.888], [-2.775, 1.716, -3.669], [-5.096, 1.466, -1.037], [-4.678, 0.359, -1.742], [-4.486, -0.774, -0.958], [-3.984, -1.948, -1.788], [-2.922, -1.531, -2.722], [-2.968, -2.221, -3.985], [-2.356, -1.343, -5.057], [-3.293, -0.281, -5.451], [-2.789, 0.705, -6.302], [-4.479, 1.671, -0.162], [-6.087, 1.304, -0.613], [-5.005, 2.338, -1.684], [-5.412, -1.058, -0.457], [-3.737, -0.535, -0.203], [-4.889, -2.322, -2.268], [-3.687, -2.747, -1.108], [-3.233, -0.590, -2.914], [-3.968, -2.338, -4.402], [-2.561, -3.232, -3.981], [-2.133, -2.033, -5.871], [-1.364, -0.978, -4.789], [-3.476, 1.516, -6.542], [-2.562, 0.267, -7.274], [-1.845, 1.129, -5.958], [-2.340, 3.122, 0.176], [-3.038, 3.286, 1.396], [-2.903, 2.200, 2.286], [-3.176, 2.555, 3.767], [-4.602, 2.577, 4.039], [-5.408, 3.562, 3.217], [-6.825, 3.648, 3.893], [-6.969, 4.455, 5.038], [-6.494, 5.798, 4.920], [-2.410, 2.070, -0.101], [-1.297, 3.428, 0.258], [-2.858, 3.783, -0.518], [-1.870, 1.861, 2.219], [-3.517, 1.358, 1.966], [-2.730, 3.510, 4.041], [-2.751, 1.836, 4.467], [-4.639, 2.715, 5.039], [-5.494, 3.205, 2.191], [-4.863, 4.504, 3.280], [-7.133, 2.620, 4.088], [-7.466, 4.131, 3.155], [-5.427, 5.819, 5.139], [-7.142, 6.262, 5.664], [-6.792, 6.261, 3.979], [1.002, -5.327, -1.131], [-0.220, -4.661, -1.566], [-1.445, -5.456, -1.496], [-1.598, -6.399, -2.728], [-1.614, -5.728, -4.001], [-0.363, -5.105, -4.335], [-0.346, -4.935, -5.914], [-0.450, -6.132, -6.632], [0.661, -7.024, -6.570], [1.903, -4.765, -1.379], [1.107, -6.312, -1.585], [1.034, -5.453, -0.049], [-2.262, -4.738, -1.582], [-1.499, -5.841, -0.478], [-2.624, -6.766, -2.731], [-0.914, -7.245, -2.794], [-1.716, -6.341, -4.796], [0.467, -5.715, -3.979], [-0.059, -4.166, -3.872], [0.607, -4.465, -6.156], [-1.179, -4.292, -6.198], [0.652, -7.582, -5.633], [1.568, -6.423, -6.508], [0.803, -7.798, -7.325]],
  "lowdin_charge": [-0.05, -0.41, -0.19, -0.19, -0.09, 0.04, 0.05, 0.09, 0.08, 0.13, 0.10, 0.11, 0.05, 0.08, 0.09, 0.07, 0.07, -0.05, -0.38, -0.14, -0.21, -0.13, 0.08, 0.06, 0.07, 0.07, 0.11, 0.12, 0.13, 0.08, 0.08, 0.08, 0.02, 0.02, -0.07, -0.42, -0.16, -0.23, -0.08, 0.02, 0.06, 0.08, 0.07, 0.13, 0.11, 0.12, 0.09, 0.07, 0.09, 0.07, 0.07, -0.06, -0.42, -0.18, -0.20, -0.16, 0.06, 0.08, 0.07, 0.07, 0.13, 0.13, 0.11, 0.10, 0.09, 0.08, 0.06, 0.06, -0.03, -0.40, -0.16, -0.20, -0.12, 0.07, 0.07, 0.06, 0.06, 0.11, 0.12, 0.12, 0.07, 0.08, 0.09, 0.02, 0.03, -0.11, -0.25, -0.16, -0.19, -0.06, -0.27, -0.16, -0.22, -0.09, 0.09, 0.08, 0.09, 0.12, 0.12, 0.09, 0.12, 0.10, 0.10, 0.12, 0.12, 0.13, 0.08, 0.07, 0.06, -0.08, -0.23, -0.21, -0.19, -0.07, -0.18, -0.23, -0.19, -0.09, 0.09, 0.07, 0.09, 0.11, 0.11, 0.10, 0.10, 0.08, 0.11, 0.11, 0.11, 0.11, 0.08, 0.09, 0.08, -0.10, -0.19, -0.17, -0.22, -0.04, -0.23, -0.21, -0.18, -0.10, 0.07, 0.09, 0.07, 0.11, 0.11, 0.11, 0.08, 0.11, 0.12, 0.10, 0.13, 0.10, 0.09, 0.07, 0.08, -0.11, -0.19, -0.23, -0.17, -0.04, -0.21, -0.18, -0.18, -0.14, 0.05, 0.10, 0.09, 0.12, 0.11, 0.12, 0.08, 0.08, 0.12, 0.10, 0.11, 0.11, 0.09, 0.08, 0.08, -0.11, -0.21, -0.21, -0.19, -0.07, -0.14, -0.21, -0.21, -0.10, 0.08, 0.07, 0.08, 0.11, 0.11, 0.12, 0.10, 0.05, 0.11, 0.10, 0.12, 0.11, 0.08, 0.09, 0.09, -0.07, -0.27, -0.14, -0.19, -0.06, -0.21, -0.19, -0.19, -0.09, 0.09, 0.08, 0.06, 0.11, 0.11, 0.12, 0.11, 0.10, 0.10, 0.10, 0.10, 0.11, 0.07, 0.09, 0.09],
  "de_lowest_kcal_mol": 119.4,
  "total_charge": 0
}

=====

Number 1: energy -84822.107 eV, lowest unoccupied orbital energy -0.009 Eh, gap between HOMO and LUMO 0.156 hartree. Number 2: energy -21023.340 eV, lowest unoccupied orbital energy -0.022 Eh, gap between HOMO and LUMO 0.280 hartree. Number 3: energy -111607.864 eV, lowest unoccupied orbital energy 0.020 Eh, gap between HOMO and LUMO 0.315 hartree.